A molecular structure, C22H16F5N3O3PdS in a non-equilibrium geometry. Source: OMol25; level of theory: ωB97M-V/def2-TZVPD.

The geometry in ORCA input format:
```
! wB97M-V def2-TZVPD RIJCOSX def2/J DEFGRID3
* xyz 0 1
Pd -0.83253 -0.15361 1.10240
O 1.15758 2.35057 3.58804
C 0.67031 1.45225 2.94738
N -0.43437 1.47247 2.13582
C -1.31907 2.51213 1.98084
O -1.28310 3.61208 2.47556
C -2.46516 2.12275 1.04234
C -3.42239 3.05723 0.70838
C -4.44990 2.68372 -0.14308
C -4.48731 1.38542 -0.62418
C -3.48905 0.49977 -0.25427
N -2.50433 0.86110 0.56301
C 1.25553 0.04163 3.00401
C 2.28514 -0.24267 3.87607
C 2.73376 -1.55275 3.97484
C 2.12061 -2.53067 3.20653
C 1.09938 -2.16742 2.34416
N 0.69341 -0.90652 2.23458
H -3.33345 4.05035 1.12594
H -5.21212 3.39681 -0.42788
H -5.27126 1.05293 -1.28940
H -3.46000 -0.51548 -0.62472
H 2.69642 0.56837 4.46057
H 3.53926 -1.80833 4.65019
H 2.42221 -3.56670 3.26441
H 0.58781 -2.89069 1.72447
F 3.32806 -4.64279 -2.59400
C 2.27623 -4.04006 -2.03915
C 2.36450 -2.72846 -1.61032
F 3.51062 -2.05793 -1.75371
C 1.26658 -2.11085 -1.03882
F 1.43002 -0.83816 -0.64892
C 0.04458 -2.75953 -0.85774
S -1.39908 -2.04626 -0.15967
C -0.00292 -4.08209 -1.30164
F -1.13165 -4.78418 -1.17131
C 1.08014 -4.71709 -1.88272
F 0.97856 -5.98370 -2.28901
C 1.24841 2.80442 -2.35085
C 1.15684 1.41068 -2.98937
C -0.26319 0.99569 -2.63596
O -0.46666 1.49738 -1.32237
C 0.18537 2.76569 -1.23611
H 1.00634 3.58014 -3.07745
H 2.24293 3.01468 -1.96163
H 1.86707 0.72845 -2.52393
H 1.33964 1.42241 -4.06319
H -0.43470 -0.08069 -2.60795
H -0.98381 1.44953 -3.33108
H 0.60750 2.84918 -0.23344
H -0.54878 3.56881 -1.36563
*
```

Output
Energy above the lowest of the compared OMol25 structures with the same formula, charge and spin, eV: 0.000
Orbital gap, eV: 7.4



A molecular structure, C22H16IPPtS4Sb in a non-equilibrium geometry. Source: OMol25; level of theory: ωB97M-V/def2-TZVPD.

The geometry in ORCA input format:
```
! wB97M-V def2-TZVPD RIJCOSX def2/J DEFGRID3
* xyz 1 1
Pt -0.16054 -2.77012 0.02864
I 2.43752 -2.77733 -0.14618
C 3.33982 -0.83998 -0.04994
C 4.70114 -0.96596 -0.02430
C 5.52589 0.16469 0.02010
C 4.94973 1.39754 0.03728
C 3.54548 1.55071 0.01439
C 3.01804 2.85860 0.03475
C 1.67494 3.07945 0.01194
C 0.81443 1.97901 -0.02866
C 1.26705 0.67395 -0.05073
P -0.19572 -0.44046 -0.05944
C -1.08619 0.03505 1.45186
C -0.76344 -0.66969 2.61375
C -1.41707 -0.39025 3.80110
C -2.40464 0.58510 3.83223
C -2.73687 1.27741 2.67823
C -2.07920 1.00943 1.48709
C -1.15853 0.11070 -1.49282
C -2.53055 -0.15055 -1.52120
C -3.27275 0.13061 -2.65529
C -2.65424 0.69250 -3.76351
C -1.29533 0.96494 -3.73516
C -0.54089 0.66758 -2.61060
C 2.67055 0.41019 -0.02999
H 5.15945 -1.94664 -0.03884
H 6.59935 0.04328 0.03823
H 5.56552 2.28687 0.06908
H 3.70674 3.69306 0.06815
H 1.26948 4.08120 0.02677
H -0.25018 2.16936 -0.04507
H -0.00310 -1.44153 2.57731
H -1.16602 -0.94000 4.69808
H -2.92127 0.79721 4.75859
H -3.52076 2.02261 2.70168
H -2.36345 1.53938 0.58661
H -3.01556 -0.57598 -0.65588
H -4.32869 -0.10291 -2.67734
H -3.23433 0.91247 -4.64947
H -0.81443 1.39919 -4.60136
H 0.52280 0.86753 -2.60328
S -3.74716 -5.27926 -1.95649
Sb -2.63904 -5.54911 0.07362
S -2.38812 -2.96542 0.09050
S -0.11967 -5.08955 -0.04397
S -3.96022 -4.50488 1.73951
*
```

Output
Orbital gap (spin up / spin down), eV: 5.3 / 5.3



C22H16N2O5S in the gas phase. Source: OMol25; level of theory: ωB97M-V/def2-TZVPD.

The geometry in ORCA input format:
```
! wB97M-V def2-TZVPD RIJCOSX def2/J DEFGRID3
* xyz 0 1
C -2.42747 -0.35051 -2.90510
O -1.09498 -0.59775 -2.48684
C -0.79596 -0.23268 -1.23715
O -1.61458 0.28544 -0.48846
C 0.58113 -0.51024 -0.86768
C 1.58672 -1.10532 -1.67007
C 2.78698 -1.23006 -1.03415
C 4.02716 -1.78460 -1.53939
C 4.13261 -2.25451 -2.85120
C 5.32256 -2.77884 -3.31636
C 6.43130 -2.84663 -2.48856
C 6.34035 -2.38399 -1.18591
C 5.15290 -1.85922 -0.71626
S 2.70676 -0.60249 0.60917
C 1.06203 -0.19104 0.39171
N 0.30747 0.39303 1.36792
C 0.79390 0.70394 2.59596
O 1.94104 0.47845 2.91040
C -0.22313 1.35391 3.53136
N -1.51863 1.53464 2.93100
C -1.86404 2.65396 2.17338
O -1.15361 3.61114 2.01141
C -3.22492 2.37245 1.66390
C -4.04739 3.11861 0.84697
C -5.28222 2.57582 0.50498
C -5.67178 1.32982 0.97059
C -4.84181 0.57778 1.79637
C -3.61792 1.11536 2.13359
C -2.51814 0.56178 2.95503
O -2.43419 -0.48513 3.54161
H -2.49335 -0.70437 -3.93050
H -2.65112 0.71725 -2.85154
H -3.13247 -0.88757 -2.26673
H 1.39054 -1.41941 -2.67777
H 3.27981 -2.20720 -3.50988
H 5.38641 -3.13729 -4.33345
H 7.35963 -3.25708 -2.85665
H 7.19948 -2.43274 -0.53339
H 5.08663 -1.49988 0.30054
H -0.65573 0.56943 1.07044
H -0.32741 0.71749 4.41530
H 0.16886 2.32944 3.83436
H -3.73533 4.08572 0.48492
H -5.94697 3.13378 -0.13762
H -6.63489 0.93387 0.68461
H -5.13622 -0.39456 2.15917
*
```

Output
SMILES string: COC(=O)c1cc(-c2ccccc2)sc1NC(=O)CN1C(=O)c2ccccc2C1=O
Energy above the lowest of the compared OMol25 structures with the same formula, charge and spin, eV: 0.000
Orbital gap, eV: 7.2



A molecular structure, C22H17BrCaClN5O4 in a non-equilibrium geometry. Source: OMol25; level of theory: ωB97M-V/def2-TZVPD.

The geometry in ORCA input format:
```
! wB97M-V def2-TZVPD RIJCOSX def2/J DEFGRID3
* xyz 0 1
Ca -1.30437 1.04545 0.17838
C -2.90383 -3.76991 -1.90380
C -3.61735 -2.80462 -1.20826
C -2.97200 -1.94945 -0.33991
C -1.59161 -2.05389 -0.12560
C -0.88302 -3.03685 -0.83292
C -1.53577 -3.87580 -1.71576
N -0.98055 -1.10221 0.66294
C 0.06420 -1.33945 1.43639
C 0.50091 -2.63493 1.85191
C 1.59420 -2.79165 2.64856
C 2.33654 -1.67719 3.09361
C 1.94105 -0.41491 2.76570
C 0.80154 -0.20386 1.94826
N 0.34441 0.98785 1.56511
N 0.94791 2.07697 1.89823
C 0.36284 3.21363 1.41585
C 1.09212 4.41412 1.46195
C 0.52503 5.55743 0.94286
C -0.76998 5.50195 0.43456
C -1.43993 4.28957 0.47171
N -0.88966 3.17342 0.92479
H -3.40904 -4.42232 -2.59815
H -4.68155 -2.70754 -1.35914
H -3.52566 -1.17831 0.18440
H 0.18954 -3.10558 -0.70909
H -0.96179 -4.60857 -2.26688
H -0.07400 -3.49557 1.54156
H 1.90515 -3.78470 2.94568
H 3.20140 -1.83968 3.71758
H 2.47619 0.45418 3.11813
H 2.09463 4.39828 1.86039
H 1.07649 6.48527 0.93469
H -1.24657 6.37334 0.01572
H -2.46267 4.20635 0.12412
O -3.04332 2.94682 -1.89907
Cl -2.93261 1.55978 -1.70029
O -3.71568 0.81725 -2.59046
O -3.30889 1.25498 -0.35385
O -1.55134 1.18641 -1.85525
Br 3.54481 1.90238 0.24011
C 2.87714 0.43273 -0.74863
C 3.75912 -0.57555 -1.11504
C 3.25237 -1.60074 -1.89351
C 1.91505 -1.56346 -2.26515
C 1.12389 -0.51402 -1.82124
N 1.60191 0.47382 -1.07188
H 4.79464 -0.54090 -0.81171
H 3.89977 -2.40338 -2.21658
H 1.49812 -2.33484 -2.89129
H 0.08021 -0.42212 -2.08970
*
```

Output
Energy above the lowest of the compared OMol25 structures with the same formula, charge and spin, eV: 2.101
Orbital gap, eV: 5.7



A molecular structure, C22H17Cl3FeN5O5S in a non-equilibrium geometry. Source: OMol25; level of theory: ωB97M-V/def2-TZVPD.

The geometry in ORCA input format:
```
! wB97M-V def2-TZVPD RIJCOSX def2/J DEFGRID3
* xyz 0 6
Fe 0.93569 -0.43101 -0.30627
C -1.35112 1.63839 1.70232
N -1.70137 1.54188 0.29554
C -1.22337 2.62355 -0.53093
C 0.25842 2.65536 -0.77718
N 1.14277 1.85756 -0.21802
C 2.38093 2.25941 -0.73628
C 3.65312 1.76086 -0.48526
C 4.70518 2.31617 -1.18728
C 4.49567 3.34846 -2.11079
C 3.23916 3.88176 -2.32962
C 2.19065 3.32253 -1.61443
N 0.83250 3.58614 -1.56610
C -0.52510 0.53475 2.28687
N 0.65372 0.10991 1.88300
C 1.07979 -0.80786 2.84768
C 2.27190 -1.51725 2.96014
C 2.44142 -2.31559 4.07305
C 1.45791 -2.40735 5.06789
C 0.27082 -1.70985 4.96840
C 0.10642 -0.91585 3.84097
N -0.89653 -0.04854 3.44837
H -2.27044 1.70408 2.29530
H -0.79533 2.56406 1.87837
H -1.49514 0.64678 -0.12645
H -1.51542 3.56827 -0.06441
H -1.72452 2.56784 -1.49983
H 3.80395 0.96377 0.23437
H 5.71036 1.94806 -1.03203
H 5.33845 3.73593 -2.66724
H 3.08026 4.67852 -3.04406
H 0.33650 4.17708 -2.21082
H 3.03938 -1.43821 2.20467
H 3.35673 -2.88045 4.18962
H 1.64163 -3.02017 5.93985
H -0.48943 -1.77681 5.73549
H -1.77846 0.09022 3.91072
Cl 0.85613 -7.67818 -0.53717
C 0.57203 -5.98807 -0.26393
C 1.63084 -5.10222 -0.31557
C 1.36545 -3.76461 -0.11718
Cl 2.60997 -2.56398 -0.25042
C 0.09691 -3.24247 0.15614
O -0.10203 -1.97179 0.38107
C -0.93957 -4.19018 0.19535
Cl -2.54598 -3.61800 0.48041
C -0.71425 -5.53711 -0.01419
H 2.63516 -5.44509 -0.51981
H -1.54316 -6.22990 0.01311
O 0.60767 1.41149 -3.23097
S 0.53366 0.02100 -2.86037
O 0.23158 -0.90421 -3.90389
O 1.80212 -0.40212 -2.09247
O -0.46350 -0.13815 -1.68088
*
```

Output
Energy above the lowest of the compared OMol25 structures with the same formula, charge and spin, eV: 1.137
Orbital gap (spin up / spin down), eV: 8.5 / 6.6



A molecular structure, C22H17Cl5N2OPt. Source: OMol25; level of theory: ωB97M-V/def2-TZVPD.

The geometry in ORCA input format:
```
! wB97M-V def2-TZVPD RIJCOSX def2/J DEFGRID3
* xyz 0 1
Pt -0.04773 -0.05001 0.29598
C 0.36062 1.46042 4.43966
C -0.19385 1.09794 3.20340
N 0.53773 0.56486 2.24900
C 1.85607 0.36016 2.45502
C 2.49300 0.68834 3.65226
C 1.69775 1.25578 4.66480
C 3.90008 0.43437 3.78034
C 4.59944 -0.11082 2.76274
C 3.96400 -0.45512 1.52030
C 4.65048 -1.02213 0.43321
C 3.95677 -1.31661 -0.71005
C 2.58532 -1.04861 -0.77924
N 1.91370 -0.51295 0.22614
C 2.59650 -0.21866 1.37149
H -0.27456 1.89597 5.19760
H -1.24222 1.23652 2.96680
H 2.14967 1.52675 5.61093
H 4.38982 0.68991 4.71142
H 5.66052 -0.30057 2.86319
H 5.71215 -1.21969 0.51018
H 4.44624 -1.75399 -1.56832
H 2.01568 -1.27231 -1.66832
Cl -6.87538 -0.72304 -2.16116
C -5.42718 -0.34593 -1.30689
C -4.67342 -1.35600 -0.71490
Cl -5.20099 -2.99213 -0.82622
C -3.50177 -1.05025 -0.03403
Cl -2.59401 -2.29342 0.74255
C -3.02159 0.26920 0.05666
O -1.92678 0.59330 0.69184
C -3.82373 1.27352 -0.51703
Cl -3.29582 2.90567 -0.34757
C -5.00003 0.97520 -1.19074
Cl -5.93187 2.24035 -1.89594
C -0.76746 1.62954 -2.64359
C -0.00760 0.30917 -2.70834
C -0.17355 -0.32819 -4.08788
C -0.46759 -0.65297 -1.60789
H -0.45059 2.31016 -3.43734
H -0.62597 2.12452 -1.68213
H -1.84054 1.45290 -2.76421
H 1.05905 0.53196 -2.56497
H -1.22806 -0.54854 -4.27511
H 0.37773 -1.26873 -4.16434
H 0.17492 0.33659 -4.88184
H -1.54498 -0.81041 -1.73287
H -0.01869 -1.64248 -1.77637
*
```

Output
Energy above the lowest of the compared OMol25 structures with the same formula, charge and spin, eV: 0.000
Orbital gap, eV: 6.7